--- w ---
Formula: CHINOS
Source: OMol25
Level of theory: ωB97M-V with the def2-TZVPD basis set

HOMO level (spin up / spin down), eV: -2.18 / -2.18
Net charge: -1
Lowest unoccupied orbital energy (spin up / spin down), eV: 2.7 / 2.7
Frontier orbital gap (spin up / spin down), eV: 4.85 / 4.85

Each line ends with the Mulliken charge.
Atoms and positions in Å:
C (1.525, 0.774, 0.345)  0.589
N (-1.008, -1.062, -0.435)  -0.684
O (0.827, 1.581, 0.795)  -0.300
S (2.733, 0.402, -0.546)  -0.337
I (-3.064, -1.505, -0.276)  -0.357
H (-1.013, -0.189, 0.118)  0.088

--- x ---
Formula: CHINOS
Source: OMol25
Level of theory: ωB97M-V with the def2-TZVPD basis set

HOMO level (spin up / spin down), eV: -4.45 / -4.59
Net charge: -1
Lowest unoccupied orbital energy (spin up / spin down), eV: 2.4 / 2.0
Frontier orbital gap (spin up / spin down), eV: 6.84 / 6.62

Each line ends with the Mulliken charge.
Atoms and positions in Å:
C (-1.275, 0.316, 1.183)  0.582
N (-0.535, -0.426, 0.447)  -0.433
O (-2.246, 0.248, 1.829)  -0.514
S (-0.345, 1.856, 0.780)  -0.474
I (-1.014, -3.088, 0.114)  -0.318
H (-0.106, 0.116, -0.289)  0.158

If you had to bet on the most stable structure above, which would it be? Bet on x.